61
Properties=species:S:1:pos:R:3:lowdin_spin:R:1 method="wB97M-V/def2-TZVPD" s_squared=2.0136 spin_multiplicity=3 de_lowest_kcal_mol=18.3 energy_ha=-4089.2856
C -2.3149 1.9377 4.7918 0.00
O -1.2663 1.6157 1.2957 -0.01
C -2.9685 1.5882 -2.7151 0.01
H -1.5879 -6.1454 0.0414 0.00
H 0.2374 1.8031 5.0540 0.00
C -0.3839 -3.2715 -1.2736 -0.01
H 4.5686 1.4738 4.1002 0.00
C -4.1921 2.1593 3.3401 0.00
H -3.7403 2.2583 -3.0714 0.00
H -0.6737 -3.9542 0.7366 0.00
S 0.0108 -1.5546 1.7015 0.38
C -1.9930 1.7611 2.3961 0.00
C 3.0827 1.3020 2.7276 0.01
H 2.1187 0.3365 -2.9598 0.00
H -1.1467 -5.0281 -4.0687 0.00
H 0.3731 1.4887 -2.2223 0.00
Sb 0.4371 -1.3742 -0.7878 0.21
C 0.7760 5.9658 1.2476 0.00
S 2.8409 1.1841 0.9983 0.02
C 4.5509 -1.9632 -3.4347 0.00
C 2.6628 -0.5934 -2.8474 0.01
H -3.7614 2.0029 1.2412 0.00
C -2.3194 -0.5352 -1.7897 0.01
H 4.1803 -0.0095 -4.2424 0.00
N 4.3798 1.2599 3.1357 0.00
Ti 0.4476 0.7399 1.2353 1.11
H 0.2904 6.5539 0.4790 0.00
H -1.3759 2.9839 -3.0685 0.00
C -3.6654 2.1321 4.6331 0.00
H -1.8872 1.9332 5.7880 0.00
H 0.3129 6.1154 2.2150 0.00
C -0.9845 -0.1383 -1.8096 0.08
H -4.3436 0.0142 -2.2225 0.00
C -1.0405 -4.7972 -3.0164 0.00
C -3.3073 0.3271 -2.2424 0.00
C 3.8314 -0.7852 -3.5727 0.00
H 5.1032 1.4012 2.4561 0.00
C -1.6422 1.9942 -2.7203 0.00
H -1.8324 -6.6790 -2.3594 0.00
H -5.2517 2.3225 3.1885 0.00
C 4.1011 -2.9544 -2.5736 0.00
C 2.2040 -1.5910 -1.9975 0.08
C -1.2888 -5.4241 -0.7082 0.00
C -0.6533 1.1381 -2.2556 0.02
C -0.5158 -3.5743 -2.6265 0.00
H -0.2095 -2.8578 -3.3816 0.00
C -1.4254 -5.7231 -2.0555 0.00
H -2.5933 -1.5160 -1.4176 0.00
C -1.4477 1.7469 3.6999 0.00
Cl 2.4649 6.4799 1.3551 0.00
H 5.4642 -2.1083 -3.9971 0.00
C -0.7701 -4.1961 -0.3139 0.00
N 2.1842 1.4163 3.6554 0.00
H 2.5747 -3.5572 -1.1983 0.00
H -4.3047 2.2700 5.4941 0.00
C -3.3705 1.9854 2.2506 0.00
H 4.6617 -3.8735 -2.4605 0.00
C 2.9271 -2.7705 -1.8566 0.01
C -0.0423 1.6355 4.0155 0.03
Cl 0.6189 4.2565 0.8206 0.00
N 0.8950 1.3920 3.1733 0.00